Computed, not measured: C10H19N5NiO2PS as an isolated structure, with ωB97M-V with the def2-TZVPD basis set.

XYZ file:
```
39
C10H19N5NiO2PS ωB97M-V with the def2-TZVPD basis set
Ni -0.473 -0.188 0.356
C -1.929 0.478 -4.471
C -2.634 0.581 -3.174
N -3.850 0.977 -2.979
N -4.037 0.912 -1.623
C -2.963 0.482 -0.971
S -2.658 0.223 0.676
N -2.062 0.264 -1.953
N -0.781 -0.197 -1.633
H -2.608 0.786 -5.261
H -1.609 -0.546 -4.663
H -1.050 1.125 -4.484
H -4.924 1.177 -1.225
H -0.632 -1.104 -2.070
H -0.051 0.474 -1.937
O 1.150 -2.554 1.060
C 1.820 -1.786 0.407
C 3.219 -2.003 -0.135
C 3.420 -0.835 -1.104
C 2.110 -0.080 -1.038
O 1.725 0.761 -1.842
N 1.358 -0.529 0.011
H 3.273 -2.981 -0.610
H 3.928 -2.008 0.693
H 3.616 -1.134 -2.131
H 4.224 -0.161 -0.806
C 1.395 -0.509 3.227
P 0.015 0.346 2.431
C -1.342 0.177 3.621
C 0.473 2.097 2.464
H 1.523 -0.106 4.233
H 2.311 -0.344 2.661
H 1.196 -1.577 3.272
H -1.002 0.479 4.612
H -1.669 -0.862 3.656
H -2.183 0.805 3.332
H 0.689 2.409 3.487
H -0.343 2.699 2.065
H 1.355 2.248 1.843
```

Net charge: +1
Orbital gap (alpha / beta): 9.3 / 9.3 eV
E_tot: -83387.5202 eV
Relative energy (zero: lowest compared OMol25 entry of this formula, charge and spin): 0.0 kJ/mol
Lowest unoccupied orbital energy (alpha / beta): -3.12 / -3.12 eV